Entry 1:
The following is a DFT calculation (wB97M-V/def2-TZVPD) of a 2-piece molecular cluster, BrHS2 overall at a distorted geometry.

XYZ file:
```
4
Properties=species:S:1:pos:R:3:forces:R:3
Br 3.590359 0.077337 0.052046 0.0 0.0 0.0
H 0.418973 -1.494954 -0.772499 -0.6 0.0 1.1
S -2.094794 -1.167780 -0.098054 -0.9 0.2 -0.2
S -0.290969 -1.535341 0.449676 1.5 -0.1 -0.9
```
Forces are in eV/Å.

Results
DFT total energy = -3370.9119 a.u.
LUMO (spin up / spin down) = -1.721 / -3.922 eV
Relative energy (zero: lowest compared OMol25 entry of this formula, charge and spin) = 0.414 eV
E_HOMO (spin up / spin down) = -0.3417 / -0.3270 Ha

***

Entry 2:
The following is a DFT calculation (wB97M-V/def2-TZVPD) of BrMn2 as an isolated structure at a distorted geometry.

XYZ file:
```
3
Properties=species:S:1:pos:R:3:forces:R:3
Mn -3.720796 -9.277182 -5.472315 0.6 -0.3 -0.6
Br -1.314167 -9.845268 -6.742069 -0.1 0.6 1.1
Mn 1.012393 -9.035710 -5.681943 -0.5 -0.3 -0.5
```
Forces are in eV/Å.

Results
DFT total energy = -4874.6536 a.u.
Total charge = +3
Spin multiplicity = 11
LUMO (spin up / spin down) = -16.062 / -15.957 eV
Relative energy (zero: lowest compared OMol25 entry of this formula, charge and spin) = 0.320 eV
E_HOMO (spin up / spin down) = -0.8955 / -0.8966 Ha

***

Q: Look up the relative energy (zero: lowest compared OMol25 entry of this formula, charge and spin) of the second one.
A: 0.320 eV

***

Q: Which formula does entry 1 have?
A: BrHS2

***

What did the second record say?
The following is a DFT calculation (wB97M-V/def2-TZVPD) of BrMn2 as an isolated structure at a distorted geometry.

XYZ file:
```
3
Properties=species:S:1:pos:R:3:forces:R:3
Mn -3.720796 -9.277182 -5.472315 0.6 -0.3 -0.6
Br -1.314167 -9.845268 -6.742069 -0.1 0.6 1.1
Mn 1.012393 -9.035710 -5.681943 -0.5 -0.3 -0.5
```
Forces are in eV/Å.

Results
DFT total energy = -4874.6536 a.u.
Total charge = +3
Spin multiplicity = 11
LUMO (spin up / spin down) = -16.062 / -15.957 eV
Relative energy (zero: lowest compared OMol25 entry of this formula, charge and spin) = 0.320 eV
E_HOMO (spin up / spin down) = -0.8955 / -0.8966 Ha

***

Q: What is the DFT total energy in the first record?
A: -3370.9119 a.u.